Formula: C24H29BClF4GeN2O3Rb
Source: the OMol25 dataset
Level of theory: ωB97M-V/def2-TZVPD

Geometry as ORCA input:
```
! RIJCOSX wB97M-V def2-TZVPD def2/J DEFGRID3
* xyz 0 1
C -2.37 -1.63 -0.54
Ge -1.43 -0.26 0.44
F 3.95 2.05 -2.82
C 1.31 5.87 -3.14
O 1.12 1.09 1.04
N -0.86 3.75 -2.32
F 4.47 2.32 -0.62
C 0.13 -4.24 2.97
H -4.24 -4.42 -2.45
C -1.00 0.49 3.23
C -1.69 -0.84 5.11
H -3.82 -0.30 -1.41
C 2.64 -0.71 0.58
H -2.65 -2.29 2.21
C 1.28 -0.03 0.59
H 3.17 -0.42 1.49
H -2.76 -2.64 4.64
C 1.28 -4.02 0.86
H -5.01 -2.08 -2.62
H 2.70 -4.59 -0.64
C -3.72 -3.64 -1.91
C -2.20 -1.56 2.88
F 4.13 4.15 -1.94
H -0.54 5.74 -4.22
H -0.61 1.01 5.27
Rb 1.80 2.71 -1.29
H -0.69 5.51 -1.18
O 0.32 -0.73 0.04
C -0.21 6.01 -3.21
C -1.06 0.29 4.60
C -1.01 5.21 -2.18
C 1.77 -2.78 1.31
C 1.44 -2.29 2.56
C 0.46 -4.74 1.72
H -1.68 1.14 -0.13
C -4.15 -2.32 -2.01
H -1.74 -1.00 6.18
H -1.71 3.29 -2.01
H 0.35 -2.65 4.38
H -2.27 -4.98 -1.06
H -2.06 5.52 -2.28
C -1.57 -0.44 2.35
H 1.65 4.60 -4.71
B 4.71 2.85 -1.91
H 1.27 -3.80 -1.27
H 2.78 4.50 -3.54
C 0.62 -3.03 3.40
C -3.47 -1.32 -1.33
C -2.61 -3.95 -1.13
N 1.78 4.60 -3.70
O 2.55 -2.10 0.41
Cl -0.93 -5.16 4.00
H 1.81 -1.33 2.91
C 1.62 -4.50 -0.51
H -1.08 -3.21 0.16
H 1.17 -5.48 -0.70
H 0.07 -5.69 1.40
H 1.64 5.92 -2.09
H -0.71 3.51 -3.29
C -1.94 -2.95 -0.45
C -2.27 -1.76 4.25
F 6.03 2.87 -2.24
H -0.49 1.37 2.84
H 3.22 -0.32 -0.26
H -0.47 7.06 -3.08
H 1.76 6.74 -3.63
*
```

Summary:
- orbital gap (eV) = 8.601
- total energy (Ha) = -4253.02136
- largest force on an atom (Eh/bohr) = 0.0066
- relative energy (zero: lowest compared OMol25 entry of this formula, charge and spin) (eV) = 0.108